42
Properties=species:S:1:pos:R:3:forces:R:3:lowdin_charge:R:1 method="wB97M-V/def2-TZVPD" de_lowest_kcal_mol=76.9 multiplicity=1 smiles="O=C1OCCO1.O=C1OCCO1.c1ccncc1.c1ccncc1" charge=0 homo_ev=-9.46
N 0.777 -3.065 -3.618 0.1 0.1 -0.6 0.05
C 0.079 -3.045 -2.483 0.1 0.4 -0.4 -0.18
C 0.458 -3.709 -1.335 0.2 -0.2 0.0 -0.08
C 1.532 -4.590 -1.443 -0.7 0.2 -0.2 -0.08
C 2.206 -4.676 -2.654 0.2 -0.3 0.8 -0.08
C 1.858 -3.833 -3.708 -0.2 -0.8 1.0 -0.15
H -0.819 -2.440 -2.526 0.0 0.1 0.2 0.11
H -0.077 -3.532 -0.411 -0.1 -0.2 0.0 0.10
H 1.765 -5.264 -0.630 0.2 0.1 0.1 0.10
H 2.986 -5.428 -2.664 0.2 0.2 -0.6 0.10
H 2.443 -3.872 -4.616 -0.2 0.3 -0.2 0.10
N 0.659 2.031 -0.436 -0.7 0.3 -0.5 0.05
C 0.921 0.967 0.297 1.1 -1.0 -0.1 -0.14
C 1.519 -0.189 -0.226 -0.2 -0.5 0.0 -0.06
C 1.749 -0.312 -1.590 -0.4 0.9 1.0 -0.07
C 1.509 0.839 -2.330 0.3 -0.7 -0.7 -0.07
C 0.933 1.950 -1.746 0.7 -0.1 0.1 -0.14
H 0.746 0.964 1.367 -0.2 0.4 0.0 0.09
H 1.802 -1.003 0.431 -0.3 0.0 0.1 0.10
H 2.040 -1.257 -2.022 0.4 0.1 -0.1 0.09
H 1.839 0.833 -3.364 -0.5 0.2 -0.1 0.11
H 0.770 2.813 -2.381 -0.2 0.2 0.3 0.11
C -2.707 -1.799 3.184 -0.2 0.0 0.9 -0.12
C -2.406 -1.888 4.715 -0.3 0.7 -1.6 -0.09
O -1.087 -1.356 4.792 0.1 -0.2 0.7 0.07
C -0.551 -1.175 3.580 -0.5 -0.3 -0.7 -0.56
O 0.535 -0.760 3.354 0.2 0.0 0.1 0.16
O -1.443 -1.547 2.608 0.7 0.1 0.2 0.04
H -3.362 -0.959 2.941 -0.1 -0.3 0.0 0.13
H -3.096 -2.759 2.850 -0.1 0.2 -0.4 0.13
H -2.475 -2.933 5.004 0.3 0.1 0.6 0.13
H -3.061 -1.214 5.258 -0.1 -0.3 0.4 0.13
C -0.311 5.348 0.792 -0.3 -2.6 0.7 -0.13
C -1.503 4.509 0.209 2.0 1.1 0.8 -0.10
O -1.692 5.217 -1.024 -0.9 -0.3 0.3 0.06
C -0.595 5.935 -1.324 -0.3 0.1 -1.2 -0.60
O -0.476 6.549 -2.339 0.1 -0.1 0.2 0.16
O 0.338 5.818 -0.376 -0.1 0.9 1.0 0.07
H 0.387 4.713 1.339 0.1 -0.1 -0.3 0.12
H -0.713 6.015 1.556 0.3 1.1 -0.8 0.12
H -2.287 4.612 0.953 -0.7 -0.2 -0.7 0.12
H -1.189 3.489 0.015 -0.2 -0.1 -0.1 0.09


50
Properties=species:S:1:pos:R:3:forces:R:3:lowdin_charge:R:1 method="wB97M-V/def2-TZVPD" de_lowest_kcal_mol=6.1 multiplicity=1 charge=-2 homo_ev=-1.17
Zn -0.487 -0.151 0.442 -0.3 -0.3 0.6 0.23
Se -0.098 0.404 2.902 -0.1 0.3 -0.2 -0.08
Se 0.185 -1.805 3.536 0.0 -0.3 0.0 -0.30
Te -1.988 -2.858 2.765 0.0 -0.1 0.3 0.12
Se -2.141 -2.203 0.372 0.2 0.3 -0.2 -0.21
C 1.246 -0.763 -2.917 0.0 -0.1 0.1 -0.03
C 0.087 0.183 -2.858 0.0 0.0 0.1 -0.33
C -0.436 0.763 -4.003 0.0 0.0 -0.1 -0.08
C -1.547 1.604 -3.872 0.0 0.0 0.0 -0.11
C -2.097 1.848 -2.641 0.0 0.0 0.1 -0.05
C -1.520 1.232 -1.488 0.0 0.0 0.1 -0.45
N -0.433 0.416 -1.651 -0.1 0.2 -0.2 0.08
N -1.918 1.331 -0.225 0.2 0.2 -0.3 -0.09
Si -3.351 2.074 0.333 -0.1 -0.1 0.1 0.34
C -3.482 1.881 2.180 0.0 0.0 0.1 -0.20
C -3.416 3.925 -0.069 0.0 0.1 -0.1 -0.19
C -4.889 1.287 -0.408 -0.1 0.0 -0.1 -0.18
H 1.621 -0.858 -3.937 0.0 0.0 0.0 0.07
H 0.930 -1.748 -2.561 0.0 0.0 0.0 0.09
H 2.051 -0.438 -2.255 0.0 0.0 0.0 0.07
H 0.001 0.551 -4.970 0.0 0.0 0.0 0.08
H -1.986 2.059 -4.755 0.0 0.0 0.0 0.09
H -2.959 2.492 -2.526 0.0 0.0 0.0 0.07
H -2.565 2.186 2.688 0.0 0.0 0.0 -0.01
H -3.645 0.829 2.432 0.1 0.0 0.0 0.03
H -4.319 2.472 2.575 0.0 -0.1 0.0 0.02
H -2.422 4.369 0.037 -0.1 0.0 0.0 0.02
H -4.098 4.445 0.613 0.0 0.0 0.0 0.01
H -3.759 4.114 -1.091 0.0 0.0 0.1 0.01
H -4.888 0.223 -0.156 0.0 0.0 0.0 0.02
H -4.922 1.372 -1.499 0.0 0.0 0.1 0.01
H -5.799 1.744 -0.003 0.0 0.0 0.0 0.02
O 3.367 -1.129 -0.316 -0.3 0.0 0.1 -0.01
C 2.343 -1.714 0.072 0.7 -0.1 -0.1 -0.65
O 1.243 -1.272 0.442 -0.5 0.5 -0.3 -0.17
C 2.413 -3.235 0.135 0.3 -0.3 0.0 -0.07
C 3.658 -3.843 0.094 0.1 -0.1 0.0 0.07
C 3.742 -5.223 0.164 0.0 0.0 0.0 -0.13
C 2.620 -6.020 0.279 0.0 -0.2 0.0 0.06
C 1.394 -5.387 0.286 0.2 0.0 -0.1 -0.11
C 1.261 -4.009 0.215 -0.3 0.0 -0.1 0.08
N 0.196 -6.244 0.367 0.1 0.4 0.5 -0.36
O 0.352 -7.382 0.774 0.1 -0.5 -0.1 0.05
O -0.868 -5.759 0.084 -0.2 0.1 -0.3 0.08
N 5.060 -5.876 0.090 -0.2 0.1 0.1 -0.36
O 5.099 -7.094 0.113 0.0 -0.1 0.0 0.05
O 6.042 -5.169 0.005 0.1 0.1 0.0 0.07
H 4.540 -3.226 0.006 0.0 0.0 0.0 0.13
H 2.696 -7.093 0.341 0.0 0.0 0.0 0.12
H 0.278 -3.533 0.194 0.1 -0.1 0.1 0.05


40
Properties=species:S:1:pos:R:3:forces:R:3:lowdin_charge:R:1 method="wB97M-V/def2-TZVPD" de_lowest_kcal_mol=15.5 multiplicity=1 smiles="Cc1cccc(NCC(=O)NNC(=S)Nc2ccccc2)c1" charge=0 homo_ev=-8.14
C 1.222 -3.327 2.257 0.0 0.0 0.0 -0.05
C 0.146 -2.382 2.699 -0.2 -0.1 0.1 -0.28
C 0.225 -1.036 2.364 0.0 0.2 0.0 -0.02
C -0.767 -0.134 2.755 0.1 -0.2 0.2 -0.28
C -1.850 -0.618 3.496 0.0 0.0 0.0 -0.03
C -1.931 -1.954 3.827 0.0 0.1 -0.1 -0.08
C -0.944 -2.840 3.427 0.1 -0.1 0.0 -0.06
H -1.017 -3.885 3.686 0.0 -0.1 0.0 0.11
H -2.774 -2.311 4.399 -0.1 0.0 0.1 0.10
H -2.621 0.069 3.813 -0.1 0.1 0.0 0.11
N -0.694 1.220 2.491 -0.2 0.3 0.2 0.02
H -1.540 1.723 2.716 0.1 -0.1 0.0 0.14
C 0.048 1.796 1.400 0.1 0.1 -0.2 -0.09
C -0.615 1.630 0.026 0.0 0.2 0.3 -0.46
O -0.819 2.547 -0.733 0.0 0.2 -0.1 0.09
N -0.946 0.341 -0.254 -0.4 -0.5 -0.2 0.07
N -1.500 -0.045 -1.475 0.0 0.1 0.5 0.01
C -1.044 0.451 -2.670 0.0 0.0 -0.2 -0.90
S -2.094 0.554 -3.935 -0.3 0.1 -0.3 0.62
N 0.254 0.798 -2.819 -0.1 0.2 0.0 0.06
C 1.341 0.532 -1.984 0.5 -0.2 0.3 -0.26
C 2.339 1.493 -1.840 -0.2 -0.1 0.0 -0.02
C 3.429 1.243 -1.029 0.1 -0.1 0.0 -0.08
C 3.546 0.030 -0.367 0.1 0.0 0.1 -0.09
C 2.569 -0.938 -0.533 0.0 0.0 0.0 -0.09
C 1.469 -0.694 -1.335 0.1 0.0 -0.2 -0.03
H 0.721 -1.458 -1.484 -0.1 -0.1 0.0 0.12
H 2.670 -1.896 -0.047 0.0 -0.1 0.1 0.09
H 4.400 -0.163 0.264 0.1 0.0 0.0 0.10
H 4.193 1.997 -0.914 0.1 0.1 0.0 0.11
H 2.244 2.436 -2.356 0.0 0.1 0.0 0.12
H 0.430 1.390 -3.620 -0.2 -0.2 0.1 0.13
H -2.513 -0.136 -1.474 0.3 0.1 0.0 0.12
H -0.694 -0.408 0.383 0.0 0.1 -0.3 0.12
H 0.155 2.869 1.577 0.0 -0.2 -0.1 0.13
H 1.050 1.360 1.353 0.0 0.1 0.0 0.12
H 1.092 -0.691 1.818 0.1 0.1 -0.1 0.10
H 1.227 -4.221 2.873 0.0 -0.1 0.0 0.08
H 2.200 -2.854 2.317 0.1 0.0 0.0 0.08
H 1.053 -3.631 1.223 0.1 -0.1 -0.1 0.08


44
Properties=species:S:1:pos:R:3:forces:R:3:lowdin_charge:R:1 method="wB97M-V/def2-TZVPD" de_lowest_kcal_mol=5.0 multiplicity=1 smiles="Cc1nc(CN(C)C(=O)c2coc([C@H](C)NC(=O)[C@@H]3C[C@H]3C#N)n2)no1" charge=0 homo_ev=-9.57
C 3.290 -1.573 -4.651 0.0 0.0 0.0 0.02
C 2.330 -2.268 -3.759 0.0 0.0 0.0 -0.40
N 2.032 -2.001 -2.530 -0.1 0.0 0.0 0.21
C 1.098 -2.972 -2.240 0.0 0.0 0.0 -0.34
C 0.417 -3.070 -0.911 0.0 0.1 -0.1 -0.09
N -0.444 -1.919 -0.675 0.0 -0.1 0.0 -0.08
C -1.715 -1.948 -1.383 0.0 0.0 0.0 -0.02
C -0.018 -0.725 -0.173 0.1 0.0 0.0 -0.40
O -0.687 0.294 -0.256 0.0 0.0 0.0 0.06
C 1.307 -0.616 0.503 0.0 0.0 0.1 -0.16
C 1.930 0.567 0.676 0.0 0.0 0.0 0.00
O 3.091 0.343 1.346 0.0 0.0 -0.1 0.11
C 3.117 -0.993 1.551 0.0 0.0 0.1 -0.29
C 4.271 -1.555 2.327 0.0 0.0 0.0 -0.27
C 4.287 -3.073 2.269 0.0 0.0 0.0 -0.04
N 4.214 -1.079 3.702 0.0 0.0 0.0 0.12
C 5.008 -0.069 4.155 -0.1 0.0 0.0 -0.45
O 5.866 0.460 3.481 0.0 0.0 0.0 0.09
C 4.736 0.325 5.586 0.0 -0.1 0.0 -0.16
C 3.380 0.823 5.982 0.0 0.1 0.0 -0.04
C 4.546 1.785 5.876 0.0 0.0 0.0 -0.21
C 5.100 2.322 7.095 0.0 0.0 0.0 -0.19
N 5.524 2.739 8.077 0.0 0.0 0.0 0.15
N 2.087 -1.611 1.092 0.0 0.0 -0.1 0.20
N 0.839 -3.778 -3.221 0.0 0.0 0.0 0.15
O 1.666 -3.319 -4.246 0.0 0.0 0.0 0.03
H 3.728 -0.737 -4.116 0.0 0.0 0.0 0.09
H 4.075 -2.259 -4.966 0.0 0.0 0.0 0.09
H 2.779 -1.212 -5.543 0.0 0.0 0.0 0.09
H -0.198 -3.968 -0.902 0.0 0.0 0.0 0.13
H 1.165 -3.141 -0.129 0.0 0.0 0.0 0.10
H -2.254 -1.031 -1.169 0.0 0.0 0.0 0.08
H -1.557 -2.030 -2.462 0.0 0.0 0.0 0.09
H -2.295 -2.809 -1.051 0.0 0.0 0.0 0.09
H 1.691 1.577 0.400 0.0 0.0 0.0 0.14
H 5.191 -1.139 1.916 0.0 0.0 0.0 0.15
H 4.345 -3.413 1.236 0.0 0.0 0.0 0.09
H 5.148 -3.449 2.819 0.0 0.0 0.0 0.08
H 3.376 -3.486 2.703 0.0 0.0 0.0 0.08
H 3.475 -1.419 4.296 0.0 0.0 0.0 0.15
H 5.295 -0.248 6.316 0.0 0.0 0.0 0.16
H 2.623 0.907 5.215 0.0 0.0 0.0 0.11
H 3.016 0.594 6.973 0.0 0.0 0.0 0.12
H 4.581 2.455 5.028 0.0 0.0 0.0 0.15


60
Properties=species:S:1:pos:R:3:forces:R:3:lowdin_charge:R:1 method="wB97M-V/def2-TZVPD" multiplicity=1 charge=+1 homo_ev=-7.88
O 3.273 4.051 2.514 -0.1 -6.5 -3.2 -0.07
C 3.018 2.932 2.015 1.7 5.3 2.3 -0.46
O 2.768 2.686 0.613 -0.4 -1.1 2.2 0.00
C 2.795 1.244 0.428 0.6 0.1 0.1 -0.09
C 2.357 0.763 1.893 1.7 -2.0 0.8 -0.21
C 0.820 0.310 2.156 3.6 0.3 1.7 -0.28
O -0.101 0.575 1.043 2.8 7.9 -0.5 -0.59
C -0.487 1.959 0.909 -0.1 2.2 1.2 -0.39
F -1.976 1.983 0.848 3.4 -0.5 -0.1 -0.11
F -0.046 2.431 -0.384 -1.3 -1.2 3.5 0.01
F -0.138 2.809 1.963 -1.1 -3.4 -4.1 0.06
O 2.886 1.738 2.851 -1.4 0.7 -4.1 0.00
H 3.883 1.037 0.088 -1.6 -0.3 1.2 0.15
H 2.173 0.783 -0.431 0.4 1.4 1.5 0.15
H 3.000 -0.167 2.165 -1.3 1.0 -0.6 0.13
H 0.476 0.693 3.196 0.2 -0.1 -1.9 0.19
H 0.864 -0.867 2.259 1.3 3.3 -0.1 -0.01
Cl 1.060 4.853 3.064 -1.0 0.6 0.4 -0.05
Al -2.481 2.186 -1.297 -0.8 0.5 -0.4 1.17
N -2.980 4.021 3.037 2.4 0.1 0.2 -0.81
O -2.970 2.964 3.697 0.1 -0.7 -0.3 -0.13
O -3.483 4.036 1.888 -0.3 -0.1 -0.8 -0.15
O -2.488 5.052 3.510 0.4 -0.7 -0.6 -0.17
Cl -4.933 5.096 3.966 -1.0 0.9 3.9 0.33
C -6.010 -3.267 -2.045 0.0 -0.2 -0.1 0.09
C -5.573 -2.080 -1.622 -0.1 -0.3 1.1 -0.22
C -5.211 -0.997 -2.579 0.0 0.1 -1.0 -0.30
O -4.829 0.086 -2.150 0.3 -0.2 0.5 0.00
C -5.321 -1.280 -4.011 0.3 0.4 0.5 0.08
C -5.755 -2.469 -4.439 0.0 0.2 -1.6 -0.20
C -6.144 -3.544 -3.481 -0.3 -0.7 0.4 -0.30
O -6.553 -4.609 -3.904 0.2 0.5 -0.1 0.14
O -5.860 -2.745 -5.767 -0.1 -0.3 1.7 0.12
O -5.439 -1.805 -0.291 0.3 0.3 -1.1 0.08
H -6.278 -4.060 -1.360 0.0 0.0 0.0 0.14
H -5.037 -0.490 -4.694 -0.1 -0.1 0.0 0.11
H -6.196 -3.663 -5.817 0.0 0.1 -0.1 0.12
H -5.112 -0.885 -0.251 -0.3 -0.1 0.0 0.11
C 6.823 -3.641 -0.366 0.0 0.0 0.3 -0.06
C 5.961 -2.394 -0.441 0.4 -0.3 -0.6 -0.25
O 5.169 -2.177 0.727 -0.5 0.3 1.0 -0.15
C 5.873 -1.995 1.938 0.9 -0.2 -2.0 -0.39
C 6.794 -0.786 1.932 -0.4 0.1 0.0 -0.08
H 6.213 -4.518 -0.131 0.0 0.1 -0.1 0.09
H 7.334 -3.809 -1.316 -0.1 0.0 0.1 0.09
H 7.585 -3.557 0.413 0.1 0.0 -0.1 0.07
H 5.260 -2.502 -1.272 -0.1 0.1 0.3 0.13
H 6.565 -1.508 -0.660 0.0 0.0 0.1 0.12
H 6.420 -2.907 2.202 0.0 0.0 0.3 0.13
H 5.106 -1.852 2.722 -0.7 -0.7 -1.5 -0.15
H 7.610 -0.908 1.218 0.0 -0.1 0.2 0.11
H 7.237 -0.632 2.922 0.3 0.1 0.0 0.05
H 6.244 0.116 1.647 0.0 0.0 0.1 0.10
Cl -3.870 5.211 6.387 -1.4 -0.1 -3.0 0.00
Cs -1.086 -1.282 1.573 -7.2 -7.8 0.5 1.56
Al 5.216 -1.236 4.320 0.1 0.9 2.0 1.15
C -6.094 2.303 -5.834 0.1 0.4 0.1 -0.91
O -5.779 3.436 -5.488 0.0 0.1 0.1 0.24
O -5.318 1.327 -5.887 0.5 -0.4 0.0 0.24
O -7.237 1.952 -6.186 -0.5 0.0 -0.1 0.30


| no. | frontier orbital gap (eV) |
| --- | --- |
| 1 | 9.74 |
| 2 | 4.85 |
| 3 | 8.78 |
| 4 | 10.02 |
| 5 | 1.21 |